Entry 1:
Computed, not measured: 2 unconnected molecules or ions with the total composition C4H12NS2, with ωB97M-V with the def2-TZVPD basis set.

```
19
Properties=species:S:1:pos:R:3:forces:R:3
C 1.54429 1.24039 0.99434 -0.39 -0.44 -0.49
S 1.77612 -0.26019 -0.03925 -0.38 0.12 0.11
S 0.50292 -1.61372 0.84693 0.41 0.08 0.11
C 1.57644 -2.36593 2.11527 -0.52 0.16 0.06
H 0.48299 1.30190 1.23276 0.04 0.05 0.23
H 2.13235 1.19797 1.90295 0.10 0.13 0.00
H 1.80004 2.08360 0.35407 0.30 0.07 0.20
H 2.11329 -1.58059 2.63776 0.18 -0.04 -0.09
H 0.91122 -2.83401 2.84125 0.00 -0.13 -0.11
H 2.22243 -3.10251 1.65335 0.14 0.03 0.06
C -2.13392 -0.26599 -2.01207 -0.08 -0.03 -0.25
C -1.34441 1.91433 -1.30840 -0.14 -0.24 -0.35
N -1.21950 0.65307 -1.34163 0.00 0.02 0.78
H -2.72255 -0.78738 -1.25940 0.09 -0.01 0.07
H -1.55920 -0.98799 -2.58577 0.02 0.02 -0.02
H -2.79769 0.30369 -2.65650 0.02 -0.03 -0.07
H -2.12073 2.36027 -1.91701 -0.04 0.17 0.08
H -0.68991 2.51751 -0.69634 0.14 -0.01 -0.03
H -0.47417 0.22555 -0.76230 0.09 0.08 -0.31
```
Positions in Å, forces in eV/Å.

As for the total charge: +1. As for the spin multiplicity: 1. The calculation puts the total energy at -27496.12565 eV.

=====

Entry 2:
Computed, not measured: 2 unconnected molecules or ions with the total composition C4H12O in a non-equilibrium geometry, with ωB97M-V with the def2-TZVPD basis set.

```
17
Properties=species:S:1:pos:R:3:forces:R:3
C 0.25235 2.29658 0.49540 -0.94 -0.67 -1.52
C -0.38745 1.49680 1.60929 0.83 -0.23 0.56
O -0.36290 0.09663 1.30119 0.03 0.46 -0.63
H -0.23254 3.28547 0.34971 1.12 -0.15 0.72
H -0.12051 1.82380 -0.42313 0.14 -0.25 -0.04
H 1.34922 2.17726 0.41224 -0.59 0.72 0.40
H 0.20165 1.57252 2.51524 0.04 0.52 0.44
H -1.38465 1.86805 1.81996 -0.32 -0.10 -0.09
H -1.07049 -0.33864 1.76781 -0.28 -0.18 0.25
C -0.32208 -2.09844 -0.77898 0.17 0.18 -0.09
C 0.80452 -1.43895 -1.62410 -0.83 -1.61 -1.04
H -1.09810 -1.35362 -0.62270 -0.30 -0.22 -0.08
H -0.72127 -3.00572 -1.27150 0.06 0.59 0.15
H -0.02081 -2.38967 0.23342 0.31 0.00 -0.29
H 0.36418 -0.85070 -2.43366 -0.11 0.85 0.62
H 1.18618 -2.22231 -2.31357 0.78 0.15 0.98
H 1.56269 -0.91907 -1.03662 -0.12 -0.08 -0.35
```
Positions in Å, forces in eV/Å.

As for the spin multiplicity: 1. The calculation puts the total energy at -6389.12028 eV.

=====

Entry 3:
Computed, not measured: 2 unconnected molecules or ions with the total composition C4H12O in a non-equilibrium geometry, with ωB97M-V with the def2-TZVPD basis set.

```
17
Properties=species:S:1:pos:R:3:forces:R:3
C -0.13046 2.56405 -0.00769 -1.45 -0.10 -0.19
C -0.69285 1.35118 -0.77204 1.30 -0.12 0.09
O 0.06976 1.32755 -1.98508 -0.11 0.19 -0.52
H 0.94658 2.57122 0.02089 0.30 -0.14 -0.08
H -0.52737 2.68562 1.00260 -0.02 -0.25 0.00
H -0.50196 3.41836 -0.57646 0.40 0.25 0.08
H -0.55275 0.39786 -0.25716 -0.08 0.16 0.21
H -1.75140 1.46609 -1.00612 -0.05 0.09 0.06
H 0.39997 0.45924 -2.23044 -0.29 -0.07 0.33
C -0.18420 -1.84489 1.27962 2.27 -0.19 0.14
C 0.85237 -2.20164 0.16036 -2.14 0.08 -0.21
H -1.22484 -1.98393 1.02691 -0.10 -0.24 -0.06
H 0.17136 -2.47676 2.09608 -0.83 0.06 0.40
H 0.00386 -0.82435 1.60820 -0.35 0.14 -0.02
H 1.78405 -1.66966 0.29572 0.18 -0.07 -0.07
H 0.36691 -1.95742 -0.79064 0.57 0.21 -0.18
H 0.97098 -3.28250 0.13525 0.41 0.00 0.04
```
Positions in Å, forces in eV/Å.

As for the spin multiplicity: 1. The calculation puts the total energy at -6389.37325 eV.

=====

Entry 4:
Computed, not measured: 2 unconnected molecules or ions with the total composition C4H12O2 in a non-equilibrium geometry, with ωB97M-V with the def2-TZVPD basis set.

```
18
Properties=species:S:1:pos:R:3:forces:R:3
C 0.00000 0.00000 0.00000 0.10 0.70 -0.14
C -0.97227 -0.93576 0.68455 -0.96 -0.14 -2.29
O -0.51195 -1.47574 1.81958 1.30 -0.93 2.69
C -1.03879 -2.77582 2.12582 -0.05 1.44 -2.75
C -0.37729 -3.28348 3.31122 0.11 -0.60 2.23
H 0.94333 -0.54528 -0.17147 -0.74 1.04 0.30
H 0.22731 0.93576 0.53787 -0.13 -0.43 -0.09
H -0.44185 0.25478 -0.97798 0.24 0.08 0.31
H -1.98815 -0.52946 0.85292 0.22 0.24 -0.38
H -1.05431 -1.74809 -0.06300 -0.53 -0.01 -0.05
H -2.13930 -2.65622 2.12304 0.29 -0.49 0.51
H -0.76826 -3.42171 1.26844 -0.40 0.02 0.00
H -0.45565 -2.52210 4.10543 0.12 -0.43 -0.09
H 0.68654 -3.54030 3.17379 -0.50 0.24 -0.16
H -0.91841 -4.18797 3.63634 0.33 0.24 0.10
O 1.88650 -2.38982 0.19443 -0.56 -0.63 -0.85
H 1.58408 -1.79243 -0.52663 0.50 -1.15 0.66
H 1.26817 -3.15444 0.15878 0.65 0.82 0.01
```
Positions in Å, forces in eV/Å.

As for the spin multiplicity: 1. The calculation puts the total energy at -8436.39171 eV.

=====

Entry 5:
Computed, not measured: 2 unconnected molecules or ions with the total composition C4H12O2 in a non-equilibrium geometry, with ωB97M-V with the def2-TZVPD basis set.

```
18
Properties=species:S:1:pos:R:3:forces:R:3
C 1.17545 3.71888 3.03242 -0.17 -1.51 -0.24
O 0.82936 4.13253 4.32200 0.09 1.16 -0.15
C 1.26530 5.46548 4.52026 0.05 0.18 0.69
H 0.88661 2.65442 3.04276 0.25 0.33 -0.48
H 2.25685 3.78798 2.82646 -0.19 0.09 0.16
H 0.62923 4.22374 2.21794 0.04 0.12 0.36
H 0.86227 5.81770 5.48468 0.17 -0.17 -0.41
H 0.93073 6.15438 3.72648 -0.02 -0.29 0.11
H 2.36692 5.49262 4.56835 -0.21 0.09 -0.05
C -2.52578 -2.65220 -1.69441 -0.78 1.53 1.06
O -2.12101 -3.89213 -2.06055 0.94 -2.74 0.04
C -2.51479 -4.92086 -1.11341 -0.30 0.25 -1.07
H -2.16686 -2.44681 -0.67186 -0.18 0.37 -0.10
H -3.62809 -2.61326 -1.69482 0.06 0.32 0.11
H -2.14566 -1.86383 -2.36567 -0.02 -0.57 0.10
H -3.60974 -4.86453 -0.99303 0.24 -0.11 0.10
H -2.04806 -4.87059 -0.11529 0.10 0.43 -0.41
H -2.26074 -5.89126 -1.57211 -0.07 0.51 0.17
```
Positions in Å, forces in eV/Å.

As for the spin multiplicity: 1. The calculation puts the total energy at -8435.70944 eV.

=====

Entry 6:
Computed, not measured: 3 unconnected molecules or ions with the total composition C4H12O2 in a non-equilibrium geometry, with ωB97M-V with the def2-TZVPD basis set.

```
18
Properties=species:S:1:pos:R:3:forces:R:3
C 1.12317 1.63186 -0.87292 -1.02 -0.49 -1.32
C 0.80336 0.84577 0.35223 1.04 0.47 0.90
C 0.88278 -0.45582 0.52862 0.64 -0.68 0.22
C 0.67917 -1.18650 1.82750 -0.21 -0.06 -0.27
H 1.54394 1.03904 -1.69928 0.26 -0.19 0.56
H 1.76553 2.49490 -0.71059 -0.21 0.07 0.14
H 0.15878 1.91748 -1.34388 0.45 0.54 0.41
H 0.72101 1.39809 1.29152 -0.63 0.34 -0.26
H 1.29956 -1.09015 -0.23370 -0.43 -0.06 -0.71
H 1.10808 -2.17537 1.74776 0.08 -0.31 0.06
H -0.36511 -1.31546 2.08623 -0.34 -0.05 -0.08
H 1.14272 -0.70850 2.66962 0.32 0.45 0.41
O -3.20390 1.30403 1.13444 0.26 -0.08 0.49
H -3.74074 1.11869 1.91335 -0.19 0.03 -0.16
H -2.30827 1.24613 1.49654 -0.03 0.04 -0.36
O 0.35075 -1.94550 -2.57362 -0.41 0.55 0.94
H -0.29845 -1.94550 -3.28140 0.56 -0.34 -0.27
H 1.17790 -2.37346 -2.78281 -0.13 -0.22 -0.71
```
Positions in Å, forces in eV/Å.

As for the spin multiplicity: 1. The calculation puts the total energy at -8436.53316 eV.

=====

Entry 7:
Computed, not measured: 2 unconnected molecules or ions with the total composition C4H12O2S in a non-equilibrium geometry, with ωB97M-V with the def2-TZVPD basis set.

```
19
Properties=species:S:1:pos:R:3:forces:R:3
O 0.52055 -0.11074 2.46542 -2.35 -0.90 -2.62
C 1.09996 -0.66857 1.22553 1.81 0.57 -0.10
C 1.19165 0.28353 0.00768 1.36 0.78 -1.23
C -0.21265 0.63010 -0.51295 1.25 3.00 -0.58
C -0.24809 1.59673 -1.79429 2.31 -2.33 -1.72
S -0.39352 0.44789 -3.37486 -2.55 1.55 0.55
H -0.49284 -0.12664 2.27615 2.51 0.10 0.63
H 2.17315 -0.92147 1.48867 -1.38 -0.05 -0.09
H 0.58920 -1.53949 0.77159 -0.05 0.02 1.14
H 1.80372 -0.18971 -0.86712 -1.20 -0.02 1.50
H 1.87728 1.17429 0.15440 -1.21 -0.57 0.43
H -0.74143 1.25269 0.19052 -0.11 -0.03 0.91
H -0.74212 -0.28472 -0.57161 -0.82 -0.77 -0.80
H -0.96133 2.43068 -1.75371 0.11 -0.65 -0.26
H 0.77796 1.95227 -2.21662 -1.64 0.03 1.95
H 0.77511 -0.00429 -3.15122 1.87 -0.81 0.25
O -2.12279 -1.77497 1.76230 1.39 2.35 -2.93
H -2.88535 -2.05616 1.29630 -1.08 -0.70 0.03
H -2.00848 -2.09141 2.60382 -0.23 -1.58 2.93
```
Positions in Å, forces in eV/Å.

As for the spin multiplicity: 1. The calculation puts the total energy at -19271.05245 eV.

=====

Here are the calculated Kohn-Sham gap numbers, same order: 7.8; 11.2; 11.2; 10.5; 10.9; 9.8; 9.4 (eV).
Here are the calculated HOMO numbers, same order: -0.462; -0.378; -0.377; -0.354; -0.361; -0.330; -0.326 (hartree).
Here are the calculated ΔE to the lowest compared entry with this formula, charge and spin numbers, same order: 82.7; 96.6; 72.1; 108.3; 174.1; 94.6; 159.5 (kJ/mol).